1.
Here is the molecule C4H8N2S in a non-equilibrium geometry from OMol25. Energies are from ωB97M-V/def2-TZVPD.

Cartesian coordinates (Å):
1 C 1.50400 1.41640 -0.01065
2 C 1.11003 -0.03223 -0.48850
3 C 0.84201 -1.09825 0.51811
4 N -0.11009 -0.77427 -0.44181
5 N -1.28552 -0.29258 0.05357
6 C -2.46819 -0.51159 -0.41483
7 S -3.99473 0.34236 0.06338
8 H 0.97901 1.41022 1.03790
9 H 2.62328 1.50194 -0.05034
10 H 1.08921 2.16681 -0.66775
11 H 1.62636 -0.29661 -1.36905
12 H 0.75943 -0.74067 1.58129
13 H 1.20412 -2.24094 0.57042
14 H -1.24512 0.23536 1.00061
15 H -2.63380 -1.08595 -1.38236

Calculated values
max |F|	5.396	eV/Å
spin multiplicity	1
charge	0
calculated total energy	-664.7715	Eh
ΔE to the lowest compared entry with this formula, charge and spin	423.5	kJ/mol

2.
Here is the molecule C4H8N2S in a non-equilibrium geometry from OMol25. Energies are from ωB97M-V/def2-TZVPD.

Cartesian coordinates (Å):
1 H 1.97378 1.94778 -0.33520
2 N 1.92412 1.05197 -0.89714
3 C 0.86160 0.47027 -0.55844
4 C 0.36417 -0.91119 -1.08742
5 C -1.01113 -1.07606 -0.56742
6 C -1.06176 -0.24653 0.74697
7 N 0.02101 0.74066 0.58125
8 S 0.27353 2.15820 1.47962
9 H 0.47562 -0.98788 -2.14583
10 H 1.03319 -1.57052 -0.53453
11 H -1.46780 -2.07812 -0.54388
12 H -1.64317 -0.56429 -1.33081
13 H -2.01886 0.19944 1.02941
14 H -0.81253 -0.80689 1.64233
15 H 1.08824 1.67317 2.52109

Calculated values
max |F|	2.699	eV/Å
spin multiplicity	1
charge	0
calculated total energy	-664.8813	Eh
ΔE to the lowest compared entry with this formula, charge and spin	135.1	kJ/mol

3.
Here is the molecule C4H8N2S in a non-equilibrium geometry from OMol25. Energies are from ωB97M-V/def2-TZVPD.

Cartesian coordinates (Å):
1 C -1.11909 1.60663 0.05705
2 C -1.08028 0.13243 -0.29271
3 C -0.05779 -0.76215 0.42008
4 N -0.05272 -1.99895 -0.14923
5 N 1.44233 -0.10731 0.36907
6 C 2.52166 0.33474 0.12353
7 S 4.05940 0.70818 -0.10153
8 H -1.70741 1.96318 -0.80580
9 H -0.06422 2.02387 -0.00646
10 H -1.44451 1.74365 1.07295
11 H -2.02403 -0.44595 0.09123
12 H -1.02826 -0.10893 -1.41467
13 H -0.27097 -0.71951 1.52117
14 H 0.10826 -2.01160 -1.17210
15 H 0.71764 -2.35828 0.28745

Calculated values
max |F|	3.979	eV/Å
spin multiplicity	1
charge	0
calculated total energy	-664.8641	Eh
ΔE to the lowest compared entry with this formula, charge and spin	180.2	kJ/mol

4.
Here is the molecule C4H8N2S in a non-equilibrium geometry from OMol25. Energies are from ωB97M-V/def2-TZVPD.

Cartesian coordinates (Å):
1 C 1.48263 1.64170 -0.64978
2 C 0.17394 1.33370 -0.27654
3 C -0.28609 1.14755 1.15978
4 C 0.19056 -2.06575 -0.42890
5 N 2.40697 0.94002 -0.06130
6 N 0.65032 -0.83501 0.00939
7 S 2.23868 -0.60308 0.25846
8 H 1.72401 2.49792 -1.33557
9 H -0.67498 1.78097 -0.89862
10 H 0.19314 2.00520 1.63672
11 H -0.13806 0.16678 1.62104
12 H -1.45009 1.38079 1.22328
13 H -0.81162 -2.14651 -0.19272
14 H 0.32051 -2.02522 -1.58418
15 H 0.76313 -2.97992 -0.23533

Calculated values
max |F|	3.990	eV/Å
spin multiplicity	3
charge	0
calculated total energy	-664.6991	Eh
ΔE to the lowest compared entry with this formula, charge and spin	263.3	kJ/mol

5.
Here is the molecule C4H8N2S2 in a non-equilibrium geometry from OMol25. Energies are from ωB97M-V/def2-TZVPD.

Cartesian coordinates (Å):
1 N -1.43645 -0.10737 1.48596
2 C -1.13030 0.74140 0.30191
3 C -1.87489 0.75014 -1.01229
4 C -0.71308 -0.11962 -0.90635
5 S 0.56298 0.11184 -1.99875
6 C 1.94060 -0.11140 -0.90121
7 N 1.93710 -0.55193 0.28610
8 S 3.47949 -1.10975 0.84463
9 H -0.54884 -0.43029 1.83361
10 H -2.26671 0.20909 2.24196
11 H -0.40997 1.68201 0.29804
12 H -1.52986 1.71792 -1.45748
13 H -2.92915 0.29099 -1.04624
14 H -1.18583 -1.08546 -0.58803
15 H 2.89620 -0.07421 -1.41170
16 H 3.20871 -1.91336 2.02985

Calculated values
max |F|	4.676	eV/Å
spin multiplicity	1
charge	0
calculated total energy	-1062.9615	Eh
ΔE to the lowest compared entry with this formula, charge and spin	352.5	kJ/mol

6.
Here is a structure of composition C4H8N2S2 in a non-equilibrium geometry from OMol25. Energies are from ωB97M-V/def2-TZVPD.

Cartesian coordinates (Å):
1 C -0.49548 1.44201 0.47141
2 C -0.00733 0.30623 -0.46610
3 C -1.14121 -0.73107 -1.06403
4 C 0.70943 -0.66990 0.44308
5 H -1.08286 0.90694 1.37032
6 H -0.97594 2.21451 -0.10059
7 H 0.34375 2.00338 0.98114
8 H 2.09459 1.34385 -0.78658
9 H -1.96094 -0.28603 -1.60778
10 H -0.64370 -1.59250 -1.56921
11 H -0.04840 -1.96969 1.72114
12 H 2.55241 -0.47659 -0.12656
13 N -0.23954 -1.10875 1.30600
14 N 1.88896 -0.90531 0.63806
15 S 0.89273 0.73496 -1.88966
16 S -1.88646 -1.21204 0.67936

Calculated values
max |F|	5.461	eV/Å
spin multiplicity	1
charge	0
calculated total energy	-1062.9875	Eh
ΔE to the lowest compared entry with this formula, charge and spin	284.2	kJ/mol

7.
Here is the ion C4H8N3O2 with charge +1 in a non-equilibrium geometry from OMol25. Energies are from ωB97M-V/def2-TZVPD.

Cartesian coordinates (Å):
1 N -0.92801 -1.60517 -2.26889
2 N -0.48587 -0.46271 -1.38031
3 C -1.36887 0.13792 -0.67689
4 N -1.08998 1.16704 0.01293
5 C -0.24043 1.56476 0.89126
6 O -0.36327 2.79961 1.41859
7 C 0.70549 0.72606 1.61085
8 C 1.42126 -0.15525 0.85538
9 O 2.47304 -0.92671 1.22860
10 H -0.96535 -1.33288 -3.24714
11 H -1.71293 -2.18493 -1.96079
12 H -0.14057 -2.32276 -2.43193
13 H -2.38446 -0.31897 -0.64904
14 H 0.17263 3.01930 2.17383
15 H 0.93878 0.89614 2.67759
16 H 1.05167 -0.30787 -0.24729
17 H 2.91686 -0.69358 1.99325

Calculated values
max |F|	4.192	eV/Å
spin multiplicity	1
charge	+1
calculated total energy	-471.6108	Eh
ΔE to the lowest compared entry with this formula, charge and spin	394.3	kJ/mol

8.
Here is the ion C4H8N3O2 with charge +1 in a non-equilibrium geometry from OMol25. Energies are from ωB97M-V/def2-TZVPD.

Cartesian coordinates (Å):
1 C 0.04202 -0.30683 -2.34947
2 C 0.07195 0.39794 -0.97736
3 N 1.27526 0.20084 -0.33036
4 N 2.25241 0.90423 -0.25667
5 N 3.25411 1.36393 -0.13666
6 O 1.23331 -0.42476 1.24361
7 C 0.67004 -1.62154 1.37544
8 C 0.62157 -1.66929 2.86423
9 O 0.26401 -2.39672 0.62606
10 H 0.74878 0.05423 -3.13921
11 H 0.63847 -1.21630 -2.22113
12 H -0.93592 -0.60033 -2.65575
13 H -0.20868 1.55074 -0.95796
14 H -0.65471 -0.09774 -0.31486
15 H -0.36384 -1.41676 3.08028
16 H 1.25974 -0.75128 3.36333
17 H 1.15764 -2.54518 3.19714

Calculated values
max |F|	5.397	eV/Å
spin multiplicity	1
charge	+1
calculated total energy	-471.4767	Eh
ΔE to the lowest compared entry with this formula, charge and spin	746.5	kJ/mol

9.
Here is the molecule C4H8N4 in a non-equilibrium geometry from OMol25. Energies are from ωB97M-V/def2-TZVPD.

Cartesian coordinates (Å):
1 H -3.24384 -0.09948 0.17033
2 N -2.49377 -0.85100 0.00748
3 C -1.28951 -0.38580 -0.09038
4 N -0.94089 0.84782 0.28003
5 N 0.11120 1.31361 -0.56051
6 C 1.42855 0.63956 0.12529
7 C 0.87544 -0.65724 0.59601
8 N 0.83972 -2.00902 0.00774
9 C -0.02712 -1.06334 -0.57831
10 H -1.85310 1.49976 0.65315
11 H 0.31443 2.43911 -0.44555
12 H 2.23708 0.78070 -0.61218
13 H 1.80924 1.28041 0.93398
14 H 0.26561 -0.70197 1.61935
15 H 1.69128 -2.19620 -0.47921
16 H 0.27566 -0.83690 -1.62722

Calculated values
max |F|	6.035	eV/Å
spin multiplicity	1
charge	0
calculated total energy	-376.0096	Eh
ΔE to the lowest compared entry with this formula, charge and spin	627.1	kJ/mol

10.
Here is a structure of composition C4H8N4 in a non-equilibrium geometry from OMol25. Energies are from ωB97M-V/def2-TZVPD.

Cartesian coordinates (Å):
1 C 1.46497 -0.09690 0.77476
2 N 1.92437 0.48003 -0.32038
3 C -0.37736 -0.99367 0.20509
4 C -0.52342 -2.14587 0.57292
5 H 0.99071 0.87645 -1.04113
6 H 2.56479 -0.10009 -0.85624
7 H 0.92378 0.54247 1.45964
8 H 1.97862 -0.95108 1.20067
9 H -0.54119 -3.15578 0.89837
10 C -1.10035 0.17096 -0.72681
11 N -1.80036 1.13757 0.14400
12 N -1.30146 1.34740 1.25115
13 N -0.25227 0.85025 -1.58339
14 H -1.86462 2.07637 1.71381
15 H -0.19350 0.35470 -2.46839
16 H -1.89270 -0.39282 -1.22407

Calculated values
max |F|	1.952	eV/Å
spin multiplicity	1
charge	0
calculated total energy	-376.0066	Eh
ΔE to the lowest compared entry with this formula, charge and spin	634.9	kJ/mol

11.
Here is a structure of composition C4H8N4 in a non-equilibrium geometry from OMol25. Energies are from ωB97M-V/def2-TZVPD.

Cartesian coordinates (Å):
1 C 0.13955 1.28771 -0.55323
2 C 1.01796 1.04846 0.67721
3 C 0.82464 -0.41913 0.93240
4 C -0.07995 -1.06006 0.02050
5 H -2.25847 0.32190 -1.09593
6 H -1.45550 -1.57924 -1.87548
7 H 0.88343 1.78627 -1.41064
8 H -0.61320 2.12667 -0.71019
9 H 2.09611 1.20582 0.30267
10 H -0.37355 0.90646 2.13459
11 H 1.74128 -0.92476 1.30845
12 H -0.14968 -2.60493 0.83344
13 N -1.33868 -0.28350 -1.73494
14 N -0.42443 -0.09970 -0.82182
15 N 0.55728 0.59334 2.12976
16 N -0.56677 -2.30531 -0.13681

Calculated values
max |F|	6.096	eV/Å
spin multiplicity	1
charge	0
calculated total energy	-375.9933	Eh
ΔE to the lowest compared entry with this formula, charge and spin	669.9	kJ/mol

12.
Here is a cluster of 4 separate species, C4H8N4 in total in a non-equilibrium geometry from OMol25. Energies are from ωB97M-V/def2-TZVPD.

Cartesian coordinates (Å):
1 C -0.30743 2.10377 -0.03113
2 C 0.01646 0.45099 -0.04257
3 C 1.91912 -1.01183 -0.13151
4 C -2.25867 -0.51218 -0.03844
5 H -0.02370 2.52315 1.57180
6 H -1.97699 2.14267 -0.34649
7 H 0.99178 2.52122 -1.25834
8 H 2.13434 0.68276 0.31842
9 H 1.21035 -1.79464 -0.36141
10 H 3.28138 -2.03225 -0.23717
11 H -2.90060 0.38490 -0.17536
12 H -2.67663 -2.45973 0.51757
13 N 1.36561 0.18426 0.19416
14 N 3.12824 -1.12901 0.07603
15 N -0.82780 -0.57749 -0.11209
16 N -3.07545 -1.47661 0.05652

Calculated values
max |F|	6.310	eV/Å
spin multiplicity	1
charge	0
calculated total energy	-375.8442	Eh
ΔE to the lowest compared entry with this formula, charge and spin	1061.4	kJ/mol

13.
Here is the molecule C4H8N4 in a non-equilibrium geometry from OMol25. Energies are from ωB97M-V/def2-TZVPD.

Cartesian coordinates (Å):
1 H 2.34014 0.83900 0.42038
2 N 2.76564 -0.10697 0.21484
3 C 2.11537 -1.20605 0.02966
4 N 0.84071 -1.38972 0.03957
5 C -0.19417 -0.51412 0.07337
6 C -1.43125 -1.16577 0.28839
7 N 0.13792 0.78413 -0.22168
8 N -1.05052 1.47024 -0.03102
9 C -1.11279 2.76668 -0.19659
10 H 2.74263 -2.17370 -0.05774
11 H 0.50488 -2.31340 -0.63168
12 H -1.94495 -0.82755 1.17453
13 H -1.51416 -2.33148 0.36419
14 H -2.17729 -0.53126 -0.49733
15 H -0.17637 3.23450 -0.90757
16 H -1.84580 3.46545 -0.06132

Calculated values
max |F|	8.413	eV/Å
spin multiplicity	1
charge	0
calculated total energy	-376.0646	Eh
ΔE to the lowest compared entry with this formula, charge and spin	482.8	kJ/mol

14.
Here is the molecule C4H8N4 in a non-equilibrium geometry from OMol25. Energies are from ωB97M-V/def2-TZVPD.

Cartesian coordinates (Å):
1 H -1.28146 2.25701 0.00456
2 N -0.87159 1.25776 -0.24433
3 C -1.74906 0.16336 -0.23756
4 N -3.00890 0.11113 0.10780
5 C -1.09244 -1.19958 -0.06676
6 C 0.29554 -1.01399 -0.12556
7 N 1.24011 0.00006 -0.31607
8 N 2.53060 -0.45209 -0.32378
9 C 3.50055 0.44488 0.23110
10 H -3.69910 0.90123 0.01306
11 H -3.73152 -0.59680 0.10261
12 H -1.59954 -2.11988 0.15173
13 H 0.53618 -2.11744 0.40938
14 H 0.82750 0.91679 -0.32790
15 H 4.53860 -0.02090 -0.17962
16 H 3.56455 1.46845 0.80134

Calculated values
max |F|	7.175	eV/Å
spin multiplicity	1
charge	0
calculated total energy	-376.0262	Eh
ΔE to the lowest compared entry with this formula, charge and spin	583.6	kJ/mol

15.
Here is the molecule C4H8N4O in a non-equilibrium geometry from OMol25. Energies are from ωB97M-V/def2-TZVPD.

Cartesian coordinates (Å):
1 C -2.73957 -0.26563 -0.05580
2 N -1.49261 -0.40860 -0.59304
3 C -0.69579 0.55497 -0.50515
4 N -0.64331 1.65276 0.43737
5 C 0.51848 2.17416 0.19078
6 O 1.43099 1.51668 -0.60713
7 N 0.68283 0.35738 -1.11871
8 N 1.46460 -0.73717 -0.71481
9 C 1.84890 -1.12251 0.66612
10 H -2.79138 -1.16914 0.68222
11 H -3.14586 0.58944 0.24074
12 H -3.45300 -0.74676 -0.72178
13 H 1.14525 3.02208 0.38930
14 H 2.10811 -1.01814 -1.33411
15 H 2.92814 -0.92486 1.26514
16 H 0.74267 -1.14445 1.13081
17 H 2.09156 -2.33022 0.64805

Calculated values
max |F|	7.352	eV/Å
spin multiplicity	1
charge	0
calculated total energy	-451.2586	Eh
ΔE to the lowest compared entry with this formula, charge and spin	681.6	kJ/mol